Here is C44H30AgClF2N3OS3 as an isolated structure at a distorted geometry from OMol25. Energies are from ωB97M-V/def2-TZVPD.

CARTESIAN COORDINATES (ANGSTROEM)
Ag -0.01626 0.09744 0.33776
S 0.25830 5.11999 3.56596
C 0.01520 6.46089 4.61900
C -1.27010 6.54354 5.05702
C -2.08489 5.52274 4.54029
C -1.41596 4.65033 3.71242
C -1.92758 3.49944 3.02927
C -1.09564 2.67260 2.24688
N -1.52070 1.71941 1.46547
C -2.83348 1.38916 1.47838
C -3.73153 2.03661 2.37866
C -5.06538 1.55364 2.49950
C -5.47780 0.47933 1.79455
C -4.60746 -0.17733 0.87165
C -5.01457 -1.29920 0.16862
C -4.11748 -1.93017 -0.70534
C -2.87349 -1.30819 -0.89050
N -2.46226 -0.22826 -0.26297
C -3.29155 0.32475 0.66463
C -4.47261 -3.15550 -1.35948
C -5.64981 -3.86048 -1.25506
C -5.63875 -5.08241 -1.94649
C -4.46136 -5.31626 -2.58413
S -3.33375 -4.03069 -2.35072
C -3.27312 3.13177 3.09464
H 0.84348 7.09885 4.85543
H -1.62732 7.30712 5.72830
H -3.13358 5.43608 4.76113
H -0.02643 2.82977 2.28257
H -5.73178 2.06013 3.18494
H -6.48268 0.09331 1.91118
H -6.01404 -1.68244 0.30440
H -2.18801 -1.72421 -1.62096
H -6.50398 -3.50921 -0.70471
H -6.47127 -5.76461 -1.95811
H -4.17099 -6.16444 -3.17162
H -3.96446 3.68242 3.71238
F 2.41249 5.07845 -0.67945
C 2.01479 3.86949 -1.17072
C 1.23939 3.03615 -0.39501
C 0.78260 1.79578 -0.85766
C 1.16658 1.45832 -2.17597
C 1.99162 2.30015 -2.91375
F 2.44783 1.91887 -4.14951
C 2.43052 3.51911 -2.44162
C 0.63487 0.22249 -2.76015
C 0.14900 0.18352 -4.06848
C -0.38231 -0.99415 -4.55724
C -0.37190 -2.12020 -3.74361
C 0.12053 -1.98861 -2.45506
N 0.58885 -0.85029 -1.96054
H 0.98369 3.38446 0.59239
H 3.07248 4.15211 -3.03399
H 0.17957 1.07248 -4.67903
H -0.78728 -1.03813 -5.55994
H -0.74846 -3.07264 -4.09149
H 0.15710 -2.84383 -1.78644
Cl 0.95926 -2.27982 2.54977
C -0.50886 -1.59878 1.74070
H -1.12892 -1.25889 2.58012
H -1.00390 -2.48916 1.33448
O 2.81860 0.33400 1.32790
S 2.57586 -0.82975 0.47734
C 3.67845 -2.13962 1.10680
C 4.59411 -1.83029 2.09316
C 5.37334 -2.83307 2.64291
C 5.22378 -4.14222 2.21293
C 4.30293 -4.44422 1.22103
C 3.51846 -3.44461 0.67376
C 3.59846 -0.56862 -1.00974
C 4.32807 0.59843 -1.12850
C 5.06934 0.83320 -2.27450
C 5.07256 -0.09083 -3.30534
C 4.30960 -1.24180 -3.19329
C 3.57188 -1.48470 -2.04786
H 4.66135 -0.80593 2.42846
H 6.10291 -2.60109 3.40667
H 5.81635 -4.93204 2.65825
H 4.19995 -5.46248 0.87443
H 2.76763 -3.67069 -0.06935
H 4.28908 1.31704 -0.32275
H 5.64332 1.74290 -2.36633
H 5.66024 0.09040 -4.19670
H 4.29072 -1.95124 -4.00795
H 2.96655 -2.37557 -1.97408

net charge	-1
energy relative to the best compared isomer or geometry (same formula, charge and spin)	26.2	kcal per mole
HOMO energy	-3.00	eV
maximum force	1.84	eV/Å
calculated total energy	-3935.6393	a.u.

Atom charges from the Löwdin analysis, given in e for atoms 1 to 6: atom 1 (Ag): 0.647, atom 2 (S): 1.069, atom 3 (C): -0.415, atom 4 (C): -0.201, atom 5 (C): -0.129, atom 6 (C): -0.466

Here is C27H40BCaCl2FLiN4O11S as an isolated structure at a distorted geometry from OMol25. Energies are from ωB97M-V/def2-TZVPD.

CARTESIAN COORDINATES (ANGSTROEM)
C 4.52255 4.81548 -2.38247
C 4.22779 4.68841 -3.93564
O 3.53326 3.48322 -4.33862
B 2.51192 3.11094 -3.43694
O 1.54872 4.13577 -3.10042
N 2.39762 1.69747 -2.90278
C 3.52263 1.00751 -2.64322
N 4.88287 1.39523 -2.74684
C 5.80724 0.37187 -2.42120
N 4.94336 -0.70528 -2.07383
N 3.65651 -0.33732 -2.18025
C 1.05421 1.04366 -2.71014
C 0.35728 0.89698 -4.15902
C 0.14980 1.78818 -1.62296
C -1.19924 2.38218 -2.26379
H 5.36526 5.57924 -2.27775
H 4.88753 3.87122 -1.88709
H 3.64968 5.27780 -1.81037
H 3.74472 5.64947 -4.27994
H 5.24313 4.65144 -4.45370
H 1.60195 4.22801 -2.12591
H 6.95644 0.42082 -2.44218
H 5.28836 -1.62520 -1.79332
H 2.91692 -1.01488 -1.97564
H 1.15880 -0.03225 -2.34777
H 1.04935 0.22077 -4.75519
H -0.58482 0.28436 -3.97726
H 0.16205 1.88814 -4.65434
H 0.66377 2.62787 -1.07745
H -0.20543 1.03595 -0.85033
H -1.73945 3.01642 -1.47329
H -1.01050 3.07243 -3.14186
H -1.93123 1.51752 -2.50799
C -3.66579 4.53033 1.39757
C -4.51143 5.54278 1.81154
C -3.81816 6.89161 1.95494
O -4.39530 7.92140 2.24281
C -2.36176 6.94927 1.73609
C -1.52048 5.93858 1.33419
C -2.22346 4.61901 1.09358
O -1.66799 3.61705 0.66488
O -0.28770 5.99200 1.15001
O -5.71205 5.46418 2.06009
H -4.07146 3.53280 1.25910
H -1.94309 7.93104 1.92443
Li -2.99267 2.04261 -3.54384
C 4.32191 -4.40306 1.11215
C 3.96672 -5.51687 0.14344
O 2.54790 -5.42824 -0.01471
S 2.09361 -3.88052 0.11626
O 1.96180 -3.33271 -1.20585
O 1.06027 -3.79274 1.09550
O 3.46579 -3.30871 0.75826
H 4.09979 -4.69070 2.14184
H 5.36832 -4.10831 1.03597
H 4.25135 -6.49992 0.51662
H 4.42696 -5.35303 -0.83539
Ca 8.16662 -0.59435 -3.77101
C 1.68151 -8.37757 -0.27894
C 1.49115 -9.16396 -1.41048
C 1.46429 -10.54977 -1.29864
C 1.61826 -11.14970 -0.05306
C 1.80491 -10.36382 1.07886
C 1.84084 -8.97817 0.96594
H 1.70612 -7.29688 -0.36562
H 1.36431 -8.69605 -2.38074
H 1.32244 -11.16262 -2.18151
H 1.59246 -12.22984 0.03483
H 1.92312 -10.83188 2.04986
H 1.99157 -8.36565 1.84850
C -8.98567 3.39837 4.53083
C -8.55016 4.67686 3.84575
C -8.93053 4.40777 2.40488
O -10.07533 3.54153 2.43158
C -10.24890 3.04664 3.76623
H -9.15385 3.50912 5.60298
H -8.22936 2.62106 4.38151
H -9.12908 5.52097 4.23362
H -7.49115 4.90387 3.97023
H -8.12764 3.88684 1.87314
H -9.17452 5.32097 1.85831
H -11.12512 3.54341 4.19733
H -10.43783 1.97118 3.73758
F -3.54748 4.72437 3.56751
C 3.45879 -5.73012 5.34688
Cl 4.44077 -4.26115 5.37397
Cl 3.59700 -6.56307 3.79240
H 3.79853 -6.39730 6.13556
H 2.41776 -5.46233 5.51174

net charge	+1
HOMO energy	-8.76	eV
maximum force	7.35	eV/Å
calculated total energy	-4227.3144	a.u.

Atom charges from the Löwdin analysis, given in e for atoms 1 to 6: atom 1 (C): -0.081, atom 2 (C): -0.204, atom 3 (O): 0.040, atom 4 (B): -0.576, atom 5 (O): 0.128, atom 6 (N): 0.132

| no. | orbital gap (eV) | LUMO energy (eV) |
| --- | --- | --- |
| 1 | 4.51 | 1.51 |
| 2 | 4.03 | -4.73 |